43
Properties=species:S:1:pos:R:3 method="wB97M-V/def2-TZVPD" s_squared=0.76 homo_ev="-10.12 / -10.10" gap_ev="7.42 / 5.63" total_charge=+1 e_above_lowest_kj_mol=0.0 multiplicity=2
Ir 0.1343 -1.2682 -0.0130
C 1.8017 2.6554 1.6356
C 0.7595 1.5925 1.4273
O 1.0387 0.6070 0.7228
N -0.4350 1.8014 1.9755
C -1.5294 0.8332 2.0047
C -2.2383 0.6404 0.6903
C -3.4032 1.3486 0.4324
C -4.1012 1.1380 -0.7425
C -3.6133 0.1966 -1.6319
C -2.4530 -0.4780 -1.3151
N -1.7572 -0.2582 -0.1858
H 2.7822 2.1877 1.6743
H 1.6364 3.2262 2.5471
H 1.7845 3.3436 0.7887
H -0.5359 2.6311 2.5357
H -2.2467 1.1929 2.7382
H -1.1512 -0.1242 2.3636
H -3.7614 2.0515 1.1720
H -5.0118 1.6835 -0.9502
H -4.1244 -0.0344 -2.5554
H -2.0630 -1.2472 -1.9689
Se -3.8937 -1.7768 2.9414
Sb -2.1917 -3.5689 2.4613
Se -0.6971 -3.3745 -0.9123
Se -0.0247 -2.2364 2.2711
Se -2.8420 -3.5277 -0.0196
C 3.4623 -1.2466 0.9747
Se 2.2467 -2.4478 0.0582
C 2.8964 -2.1528 -1.7659
C 2.6072 -0.7659 -2.2926
Se 0.6753 -0.4645 -2.3496
C 0.7151 1.4716 -2.2748
H 4.4774 -1.5902 0.7918
H 3.2258 -1.3343 2.0331
H 3.3132 -0.2244 0.6443
H 2.4016 -2.9211 -2.3627
H 3.9653 -2.3654 -1.7698
H 2.9884 -0.6505 -3.3070
H 3.0359 0.0126 -1.6621
H 1.1506 1.8407 -3.1996
H 1.2907 1.7905 -1.4101
H -0.3149 1.8131 -2.1952


66
Properties=species:S:1:pos:R:3 method="wB97M-V/def2-TZVPD" homo_ev="-5.47 / -5.33" gap_ev="3.59 / 3.36" total_charge=0 e_above_lowest_kj_mol=61.2
O 0.8485 -4.0156 -3.2806
C -0.3735 -4.7660 -3.5571
C 0.3552 -5.9045 -4.2699
H -1.0581 -4.2015 -4.2075
H -0.8848 -5.0756 -2.6324
C 1.6209 -5.0620 -3.9538
H 0.1524 -5.9975 -5.3349
H 0.3383 -6.8676 -3.7636
C 2.2924 -4.5579 -5.2122
H 1.5625 -4.0950 -5.8868
H 2.7686 -5.4028 -5.7282
H 3.0667 -3.8267 -4.9687
C 2.5856 -5.7851 -3.0381
H 2.0798 -6.1837 -2.1498
H 3.3940 -5.1199 -2.7237
H 3.0362 -6.6238 -3.5877
Ga -0.3607 2.2615 0.0659
C 1.1642 0.9986 4.4744
C -0.2538 0.9993 4.6274
C -0.7813 -0.0693 3.8422
H -0.8254 1.6789 5.2582
C 0.3091 -0.7268 3.2020
C 1.5105 -0.0831 3.6138
H 2.5174 -0.3709 3.3198
H 1.8493 1.6883 4.9558
H -1.8282 -0.3519 3.7605
H 0.2338 -1.6154 2.5781
C 1.9141 3.8699 1.6306
C 2.5274 2.6098 1.8862
C 2.4655 1.8258 0.7304
H 3.0387 2.3363 2.8050
C 1.7446 2.5677 -0.2975
C 1.4973 3.8959 0.2845
H 1.2130 4.7730 -0.3028
H 1.8649 4.7020 2.3326
H 2.9943 0.8926 0.5478
H 1.8320 2.3718 -1.3680
O -0.0719 -0.1861 0.0427
C 1.0072 -1.0496 -0.3629
C 0.3683 -2.3410 -0.8348
H 1.6802 -1.1949 0.4932
H 1.5496 -0.5370 -1.1730
C -1.0222 -1.9275 -1.3139
H 0.2566 -3.0132 0.0232
H 0.9392 -2.8549 -1.6101
C -1.3246 -0.7025 -0.4627
H -1.7450 -2.7348 -1.1866
H -0.9935 -1.6609 -2.3703
H -1.9174 -0.9646 0.4225
H -1.8446 0.1000 -1.0019
C -1.4726 5.5693 0.8450
Si -2.5550 4.1779 1.5030
C -3.0357 4.5739 3.2821
C -4.1671 4.0056 0.5540
C -1.7001 2.4802 1.4506
H -1.9924 6.5276 1.0060
H -1.2645 5.4802 -0.2308
H -0.5080 5.6306 1.3707
H -3.6877 5.4600 3.3204
H -3.5902 3.7280 3.7136
H -2.1597 4.7708 3.9167
H -4.0064 3.8804 -0.5250
H -4.6872 3.1135 0.9318
H -4.8285 4.8704 0.7088
H -1.1992 2.3743 2.4297
H -2.4392 1.6550 1.4064


15
Properties=species:S:1:pos:R:3 method="wB97M-V/def2-TZVPD" smiles="C[C@@]1(O)CCC1=O" homo_ev=-9.19 gap_ev=9.90 total_charge=0 e_above_lowest_kj_mol=324.5
C -1.5009 -0.6999 -0.1626
C -0.3974 0.3348 -0.0617
O -0.8570 1.6453 -0.2453
C 0.4988 0.2563 1.1642
C 1.6977 -0.5213 -0.0475
C 0.7479 0.0148 -1.0034
O 0.8385 0.3719 -2.1635
H -2.2826 -0.4809 0.5675
H -1.9239 -0.6479 -1.1715
H -1.1217 -1.7180 -0.0075
H -0.7682 1.8106 -1.1966
H 0.9418 1.1740 1.5148
H 0.0655 -0.3201 2.0122
H 2.7424 -0.2170 -0.0715
H 1.3191 -1.0025 0.8725


162
Properties=species:S:1:pos:R:3 method="wB97M-V/def2-TZVPD" homo_ev=-8.54 gap_ev=10.19 total_charge=-1
N 0.3360 -0.8534 -1.0931
S 0.4523 0.4797 -0.5494
O 1.3836 0.6175 0.5318
O -0.7095 1.3411 -0.5673
F 1.3488 1.0164 -1.8090
S -1.1040 -1.2428 -0.3375
O -2.3704 -0.9280 -1.0153
O -1.0864 -1.3623 1.1295
F -0.9239 -2.8000 -0.8003
Cl -1.0252 0.1620 -5.7805
C -1.3086 0.6401 -4.1105
C -2.6597 1.4283 -3.8772
Cl -2.6562 2.9148 -4.7042
H -0.3625 1.0800 -3.7951
H -1.4516 -0.3380 -3.6511
H -2.7810 1.6251 -2.8120
H -3.5234 0.8211 -4.1481
C 2.4052 -1.9781 1.4522
C 3.4465 -1.5636 0.4712
O 4.0593 -2.8490 0.1732
C 3.8482 -3.6983 1.1398
O 4.3890 -4.8141 1.2984
O 2.9868 -3.1280 1.9637
H 1.4515 -2.2812 1.0201
H 2.2069 -1.2414 2.2306
H 4.0491 -0.7145 0.7936
H 2.9219 -1.1400 -0.3852
C 2.4985 2.7461 2.3362
C 1.3070 2.8582 3.2455
O 1.6980 3.8389 4.0828
C 2.9677 4.0432 4.0000
O 3.5798 4.6551 4.8975
O 3.4765 3.5335 2.8992
H 2.1372 2.9492 1.3281
H 2.9862 1.7733 2.3994
H 1.1859 1.9168 3.7813
H 0.3947 3.0823 2.6927
C 1.0463 -2.6673 -3.7346
C 2.3347 -2.2134 -3.0711
O 3.2351 -2.3435 -4.0807
C 2.6254 -2.2092 -5.2840
O 3.1402 -1.8330 -6.3505
O 1.3226 -2.4925 -5.1041
H 0.2156 -2.0130 -3.4702
H 0.7938 -3.6801 -3.4209
H 2.6348 -2.8120 -2.2110
H 2.3659 -1.1703 -2.7563
C -2.1860 4.6161 -1.5552
C -0.9116 4.4351 -2.2594
O 0.0855 4.3939 -1.2760
C -0.4819 4.6266 -0.0631
O 0.0380 4.5830 1.0356
O -1.7668 4.8304 -0.1958
H -2.7339 3.6809 -1.6699
H -2.7584 5.4230 -2.0128
H -0.8307 5.2080 -3.0237
H -0.8804 3.4371 -2.6965
C -4.3821 -3.4079 2.0184
C -3.2294 -3.4832 3.1029
O -2.6447 -4.6918 2.9437
C -1.7523 -5.0729 3.8164
O -1.2403 -4.3331 4.6699
O -1.3776 -6.2817 3.5282
C -0.6591 -7.0492 4.4579
H -4.9291 -2.5015 2.2779
H -5.0448 -4.2700 1.9433
H -3.9781 -3.2624 1.0165
H -3.5498 -3.0895 4.0675
H -2.5710 -2.6632 2.8162
H -1.2672 -7.1639 5.3552
H 0.2517 -6.5763 4.8254
H -0.2921 -7.9880 4.0431
C 4.0564 3.6689 -0.9089
C 5.2465 3.5922 -1.7666
O 5.3364 2.2489 -2.2755
C 5.9772 1.2941 -1.5550
O 6.6028 1.4727 -0.4843
O 5.9590 0.1924 -2.3334
C 6.3895 -0.9852 -1.7856
H 3.1328 3.3233 -1.3731
H 3.8641 4.6822 -0.5562
H 4.1035 3.0107 -0.0414
H 6.0108 3.9632 -1.0837
H 5.1196 4.2833 -2.5999
H 7.4591 -1.0357 -1.5821
H 6.1248 -1.7738 -2.4900
H 5.8291 -1.2261 -0.8822
C -8.7175 -3.4470 2.3119
C -8.7795 -3.1222 0.8021
O -7.4701 -2.8762 0.3209
C -7.3517 -2.0479 -0.7235
O -8.3381 -1.6016 -1.3728
O -6.1132 -1.7918 -0.8159
C -5.5616 -1.1502 -1.8798
H -8.6202 -2.5433 2.9136
H -7.8943 -4.1601 2.3564
H -9.6701 -3.9357 2.5164
H -9.5138 -2.3471 0.5828
H -9.0276 -4.0120 0.2234
H -4.5171 -1.4614 -1.8965
H -5.5686 -0.0653 -1.7753
H -5.8622 -1.5038 -2.8661
C -5.9681 6.1867 0.8243
C -4.5123 6.3458 1.2596
O -3.9982 5.0964 1.6867
C -4.1822 4.4569 2.8777
O -4.6419 5.0030 3.8803
O -3.6993 3.1459 2.8601
C -3.0380 2.5286 1.7924
H -6.6414 6.2495 1.6792
H -6.1535 5.2711 0.2627
H -6.1481 6.9898 0.1097
H -4.4992 7.1175 2.0294
H -3.9336 6.7885 0.4489
H -2.9684 1.4444 1.8800
H -1.9654 2.7085 1.7198
H -3.5358 2.8718 0.8854
C 2.1648 3.9907 -4.7080
C 2.8648 2.6498 -4.5787
O 4.2078 2.8528 -4.9281
C 4.5778 2.7722 -6.3190
O 3.7711 2.5998 -7.2039
O 5.9417 2.9322 -6.4765
C 6.8448 3.0688 -5.4249
H 1.1391 3.9910 -4.3393
H 2.1108 4.4097 -5.7128
H 2.7501 4.7324 -4.1645
H 2.4437 1.7476 -5.0224
H 2.8019 2.3453 -3.5340
H 7.7989 3.0174 -5.9495
H 6.8625 2.2055 -4.7597
H 6.6894 4.0059 -4.8904
C 5.1332 -7.5912 -1.3237
C 3.6196 -7.3106 -1.4616
O 2.9215 -7.1632 -0.2133
C 1.6861 -6.6042 -0.1881
O 0.9650 -6.4703 -1.1628
O 1.5071 -6.2235 1.0910
C 0.5037 -5.2365 1.3141
H 5.5240 -7.7177 -2.3333
H 5.3698 -8.5101 -0.7872
H 5.5925 -6.6737 -0.9559
H 3.1447 -7.9108 -2.2377
H 3.6330 -6.3222 -1.9210
H 0.6823 -4.8742 2.3265
H -0.4903 -5.6683 1.1972
H 0.5815 -4.3755 0.6502
C -0.8526 4.3342 6.2256
C -1.2605 3.2902 5.1969
O -0.5791 2.0764 5.6062
C -0.9777 0.9659 5.0486
O -2.0542 0.6801 4.4725
O 0.0520 0.0729 5.2540
C -0.1077 -1.2520 4.7004
H 0.1991 4.5900 6.0966
H -0.9084 4.0323 7.2715
H -1.4190 5.2566 6.0977
H -1.1123 3.4608 4.1306
H -2.3439 3.2881 5.3165
H 0.0291 -1.1468 3.6241
H -1.0914 -1.7145 4.6193
H 0.5865 -2.0078 5.0677


15
Properties=species:S:1:pos:R:3 method="wB97M-V/def2-TZVPD" smiles=C1CC1N1CC1 homo_ev=-9.40 gap_ev=10.69 total_charge=0 e_above_lowest_kj_mol=294.2
C 1.8726 -0.2586 0.0816
C 1.2633 0.1820 1.4093
C 0.3965 -0.0553 0.2178
N -0.4706 0.7630 -0.5549
C -1.8578 0.5007 -0.2113
C -1.2651 -0.0770 -1.4418
H 2.5948 0.4590 -0.3278
H 2.1028 -1.2870 -0.1521
H 0.8977 -0.5768 2.0772
H 1.6496 1.0923 1.8698
H -0.1219 -1.1019 0.5056
H -2.0141 -0.1870 0.6230
H -2.5248 1.3540 -0.2650
H -1.4876 0.3372 -2.4193
H -1.0354 -1.1447 -1.4119


13
Properties=species:S:1:pos:R:3 method="wB97M-V/def2-TZVPD" smiles="CC(=O)N1CC1" homo_ev=-9.74 gap_ev=10.76 total_charge=0 e_above_lowest_kj_mol=147.3
C -1.6107 1.1084 -0.3778
C -0.9240 0.0390 0.4412
O -1.2725 -0.2489 1.5655
N 0.0829 -0.6633 -0.2328
C 1.4152 -0.1091 -0.3845
C 1.1531 -1.2722 0.5135
H -2.5813 0.7144 -0.6983
H -1.7999 1.9784 0.2562
H -1.0446 1.3973 -1.2670
H 1.6219 0.8504 0.0899
H 1.8868 -0.2598 -1.3529
H 1.1630 -1.1023 1.5888
H 1.4374 -2.2715 0.1903


14
Properties=species:S:1:pos:R:3 method="wB97M-V/def2-TZVPD" homo_ev="-9.16 / -9.01" gap_ev="7.71 / 8.16" total_charge=0 e_above_lowest_kj_mol=518.7
O -1.9914 0.7379 2.0746
C -0.0563 -0.2734 0.8039
C 1.0438 -1.0906 0.2190
N 0.9115 -0.9674 -1.2429
C -0.0837 0.0649 -1.5486
C -0.7958 0.3443 -0.2288
O -1.8231 1.0224 -0.1268
H -2.1537 1.6605 1.8241
H -0.0874 0.1380 1.8045
H 2.0205 -0.7104 0.5601
H 0.9992 -2.1397 0.5458
H 0.6376 -1.8501 -1.6506
H -0.8261 -0.2905 -2.2714
H 0.3586 0.9832 -1.9564


62
Properties=species:S:1:pos:R:3 method="wB97M-V/def2-TZVPD" s_squared=0.79 homo_ev="-15.03 / -15.15" gap_ev="6.73 / 7.39" total_charge=+2 e_above_lowest_kj_mol=77.1 multiplicity=2
Cr -0.1951 0.3290 -0.2449
C -0.2950 -2.6604 3.0823
C -0.9659 -1.7224 2.1241
C -0.9217 -1.9690 0.7404
C -1.7657 -1.2841 -0.1356
C -2.5679 -0.2274 0.3399
C -2.5249 0.0963 1.6904
C -1.7428 -0.6550 2.5708
H 0.5800 -3.1411 2.6434
H -1.0101 -3.4466 3.3494
H -0.0066 -2.1593 4.0029
H -0.3410 -2.8036 0.3673
H -1.8994 -1.6555 -1.1387
H -3.2745 0.2629 -0.3159
H -3.1414 0.9037 2.0709
H -1.7771 -0.4320 3.6325
F 5.5927 3.7291 -1.7296
C 4.7295 3.0190 -1.0437
C 5.1595 2.1459 -0.0679
F 6.4447 2.0320 0.1828
C 4.2440 1.3971 0.6585
F 4.7456 0.6143 1.6096
C 2.8831 1.4824 0.4159
P 1.5816 0.5936 1.3450
C 1.1569 1.7989 2.6335
C 2.1210 2.1713 3.5756
C 1.8340 3.1538 4.5103
C 0.5953 3.7863 4.5047
C -0.3569 3.4462 3.5557
C -0.0727 2.4548 2.6249
C 2.3517 -0.8634 2.0516
C 2.4791 -1.0623 3.4218
C 3.1472 -2.1881 3.8909
C 3.6714 -3.1122 2.9981
C 3.5221 -2.9262 1.6267
C 2.8632 -1.8031 1.1545
C 2.4924 2.3856 -0.5683
Br 0.6582 2.6759 -0.9419
C 3.3743 3.1458 -1.2929
F 2.9599 3.9949 -2.2197
H 3.0996 1.7030 3.5770
H 2.5828 3.4336 5.2412
H 0.3773 4.5560 5.2365
H -1.3121 3.9585 3.5347
H -0.8233 2.2159 1.8844
H 2.0674 -0.3505 4.1259
H 3.2603 -2.3399 4.9575
H 4.2002 -3.9826 3.3693
H 3.9288 -3.6506 0.9312
H 2.7614 -1.6531 0.0824
N 0.9468 -1.3021 -7.2261
C 0.8213 -1.0650 -6.1063
C 0.6633 -0.7669 -4.6975
C -0.5379 -0.2225 -4.2425
C -0.6918 0.0538 -2.8932
C 0.3683 -0.2195 -2.0253
C 1.5786 -0.7373 -2.4663
C 1.7126 -1.0258 -3.8166
H -1.3379 -0.0198 -4.9424
H -1.6283 0.4871 -2.5554
H 2.4027 -0.9316 -1.7895
H 2.6361 -1.4461 -4.1946


89
Properties=species:S:1:pos:R:3 method="wB97M-V/def2-TZVPD" homo_ev=-1.92 gap_ev=5.94 total_charge=-2 e_above_lowest_kj_mol=0.0
Sc -0.7582 0.4871 -1.4060
O -4.3360 -4.1030 -0.9586
C -3.8334 -2.8252 -1.2011
C -4.7762 -1.7473 -1.3739
C -4.2742 -0.4544 -1.4630
N -2.9815 -0.2122 -1.3770
C -2.1026 -1.2484 -1.2779
Br -0.5625 0.8219 -4.2414
C -2.5007 -2.5754 -1.2249
H -5.2799 -4.1309 -1.2371
H -5.8254 -1.9467 -1.2930
H -4.9169 0.3534 -1.5999
H -1.7421 -3.3184 -1.1289
C -4.0025 1.3613 1.3054
C -2.9255 1.7644 2.4055
C -3.5440 1.5767 3.7679
C -2.6588 3.2906 2.2766
Si -1.3590 0.6637 2.1148
O -0.9857 0.7109 0.5558
C 0.1954 1.0654 3.0897
C 0.2509 1.1903 4.4573
C 1.3987 1.5852 5.1872
C 2.5431 1.7853 4.4794
C 2.5685 1.7070 3.0770
C 1.3865 1.4033 2.4579
C -1.8440 -1.1092 2.5597
C -1.4875 -1.7274 3.7872
C -2.0541 -2.9145 4.1810
C -2.9596 -3.5337 3.2795
C -3.4248 -2.9404 2.1061
C -2.8345 -1.7416 1.7771
H -4.7815 2.1130 1.4168
H -4.4675 0.3655 1.4307
H -3.5612 1.3936 0.3320
H -4.4245 2.2297 3.8811
H -2.8259 1.9013 4.5494
H -3.8211 0.5317 3.9944
H -3.6264 3.8240 2.4406
H -2.1787 3.6054 1.3624
H -2.0148 3.5646 3.0727
H -0.6482 1.0439 5.0661
H 1.2606 1.7505 6.2654
H 3.5033 2.0618 5.0131
H 3.4487 1.8839 2.4465
H 1.4495 1.3133 1.4015
H -0.7670 -1.2279 4.4746
H -1.7552 -3.3164 5.1593
H -3.3678 -4.5890 3.5684
H -4.1802 -3.4404 1.5034
H -3.2053 -1.1739 0.9005
C 1.0608 -2.7848 -2.0822
C 1.5314 -2.0005 -0.8466
C 0.7189 -2.4052 0.3395
C 2.9341 -2.5314 -0.6309
C 1.4456 -0.4932 -1.0680
H 0.9577 -3.8691 -1.9267
H 1.7625 -2.5971 -2.9488
H 0.1229 -2.3588 -2.4106
H 0.5960 -3.4508 0.4655
H -0.2576 -2.0625 0.2612
H 1.2729 -2.0694 1.2308
H 2.9089 -3.6026 -0.5950
H 3.3629 -2.2474 0.3517
H 3.6095 -2.1835 -1.4244
H 1.4845 0.1158 -0.1799
Se -0.6083 3.3640 -1.8508
C -0.0895 4.3741 -0.2854
N 0.1191 5.1429 0.5746
C 4.8034 2.1653 -2.4236
C 3.5488 1.7839 -3.1489
C 2.9308 2.9543 -3.9251
O 2.5891 1.4646 -2.0703
B 2.3646 0.1419 -2.0484
O 3.0200 -0.5538 -2.9982
C 3.6370 0.3351 -3.8873
C 5.0747 -0.1033 -4.0913
C 2.8890 0.2425 -5.2388
H 4.5101 2.8857 -1.7145
H 5.4993 2.5380 -3.2102
H 5.1732 1.3299 -1.8909
H 2.7064 3.7833 -3.2858
H 1.9709 2.7071 -4.3825
H 3.5659 3.2541 -4.7255
H 5.6128 -0.2648 -3.1940
H 5.6198 0.5183 -4.8031
H 4.9649 -1.0756 -4.5763
H 1.9556 0.7559 -5.2516
H 2.6402 -0.8345 -5.3739
H 3.5807 0.5588 -6.0952


18
Properties=species:S:1:pos:R:3 method="wB97M-V/def2-TZVPD" homo_ev=-7.62 gap_ev=8.04 total_charge=0 e_above_lowest_kj_mol=381.6
C -2.2110 -0.4095 0.8707
C 2.0594 0.6529 -2.0522
N -0.8879 -0.4687 0.2599
C 0.3039 -0.1830 1.0452
C 1.0711 0.3100 -0.9999
C -0.3534 -0.0147 -1.2310
C 0.3415 -0.1723 2.3770
N -0.6742 -1.3156 -0.8471
N 1.3866 0.1715 0.2478
H -1.0573 0.7475 -1.5874
H -2.9511 -0.3690 0.0744
H -2.3744 -1.3150 1.4599
H -2.3002 0.4706 1.5072
H 2.1951 -0.1985 -2.7221
H 3.0167 0.9097 -1.6030
H 1.6925 1.4872 -2.6546
H -0.5172 -0.4009 2.9853
H 1.2598 0.0979 2.8700